DFT (wB97M-V/def2-TZVPD) results for a molecular structure, H28O14 in a non-equilibrium geometry.

strongest force on any atom	6.93	eV/Å
M	252.2	g mol⁻¹
relative energy (zero: lowest compared OMol25 entry of this formula, charge and spin)	8.728	eV
Kohn-Sham gap	7.3	eV

Each line ends with the natural charge from an NBO analysis.
CARTESIAN COORDINATES (ANGSTROEM)
1 O -1.43 -3.62 -0.55  -0.93
2 H -2.20 -3.35 -0.87  0.45
3 H -1.50 -3.19 0.28  0.48
4 O 3.17 0.13 0.39  -0.94
5 H 4.05 0.18 0.72  0.47
6 H 3.05 1.06 0.68  0.48
7 O 0.86 -3.11 -2.07  -0.99
8 H 0.04 -3.01 -1.64  0.49
9 H 1.27 -2.19 -2.40  0.42
10 O 0.22 2.15 0.95  -0.91
11 H -0.22 2.44 0.20  0.50
12 H 0.09 1.18 0.90  0.46
13 O -1.76 -0.67 3.34  -1.08
14 H -1.24 0.07 3.01  0.45
15 H -1.57 -1.48 2.80  0.44
16 O -0.17 -0.51 0.29  -0.95
17 H 0.58 -0.44 -0.21  0.47
18 H -0.61 0.27 -0.08  0.47
19 O -0.06 0.27 -3.71  -0.96
20 H 0.19 1.17 -3.84  0.46
21 H 0.46 0.11 -2.83  0.48
22 O -1.09 -2.33 2.07  -0.94
23 H -0.93 -1.64 1.35  0.52
24 H -0.20 -2.65 2.51  0.52
25 O -1.11 1.41 2.77  -0.94
26 H -1.57 2.10 3.00  0.47
27 H -0.57 1.57 1.96  0.46
28 O 1.79 -0.77 -2.35  -0.89
29 H 2.35 -1.34 -1.97  0.49
30 H 1.90 -1.24 -3.21  0.49
31 O -2.06 3.42 -0.39  -0.97
32 H -2.11 3.91 -1.23  0.46
33 H -2.01 2.43 -0.81  0.49
34 O 1.79 -0.45 2.85  -0.93
35 H 2.38 -0.40 2.15  0.46
36 H 2.45 -0.19 3.60  0.46
37 O -1.90 0.67 -0.63  -0.97
38 H -2.32 0.30 -1.37  0.51
39 H -2.53 0.69 0.24  0.54
40 O 0.48 2.22 -1.78  -0.95
41 H 1.38 1.79 -1.99  0.48
42 H 0.69 3.05 -2.14  0.47



DFT (wB97M-V/def2-TZVPD) results for 14 unconnected molecules or ions with the total composition H28O14 in a non-equilibrium geometry.

strongest force on any atom	6.27	eV/Å
M	252.2	g mol⁻¹
relative energy (zero: lowest compared OMol25 entry of this formula, charge and spin)	7.750	eV
Kohn-Sham gap	7.9	eV

Each line ends with the natural charge from an NBO analysis.
CARTESIAN COORDINATES (ANGSTROEM)
1 H 0.05 -1.37 -0.05  0.47
2 H -0.38 0.04 0.26  0.49
3 H -5.17 -3.44 -0.04  0.47
4 H -3.89 -3.19 0.50  0.43
5 H 1.02 1.68 -1.42  0.46
6 H 2.28 1.74 -2.02  0.45
7 H -0.45 3.39 -2.11  0.46
8 H -1.43 4.43 -1.89  0.46
9 H 2.32 -4.86 1.54  0.49
10 H 1.38 -3.54 1.39  0.46
11 H -2.74 -1.83 -3.36  0.47
12 H -2.70 -2.57 -2.00  0.48
13 H 2.71 -2.61 -1.96  0.47
14 H 2.01 -1.44 -1.29  0.48
15 H 1.63 -1.54 1.79  0.44
16 H 2.01 -0.24 0.87  0.50
17 H -3.45 1.47 -2.10  0.44
18 H -3.02 2.80 -2.31  0.46
19 H -1.85 3.71 1.56  0.48
20 H -2.01 5.22 1.61  0.45
21 H -3.09 -2.73 1.83  0.45
22 H -3.47 -1.31 1.49  0.47
23 H 4.72 1.97 -0.31  0.44
24 H 4.55 1.91 1.09  0.46
25 H -1.84 1.06 2.56  0.46
26 H -1.20 1.63 3.78  0.48
27 H 5.65 0.44 -0.03  0.45
28 H 4.69 -0.57 -0.84  0.48
29 O 0.41 -0.46 0.06  -0.95
30 O -4.24 -3.76 -0.13  -0.91
31 O 1.95 1.74 -1.16  -0.91
32 O -1.27 3.51 -1.69  -0.91
33 O 1.73 -4.30 0.93  -0.95
34 O -2.79 -1.73 -2.44  -0.95
35 O 2.96 -1.82 -1.48  -0.94
36 O 2.27 -0.81 1.57  -0.95
37 O -2.63 2.04 -1.90  -0.91
38 O -1.85 4.50 2.23  -0.94
39 O -3.23 -1.89 2.22  -0.92
40 O 4.34 1.41 0.38  -0.88
41 O -1.23 1.68 2.81  -0.93
42 O 5.24 -0.41 0.02  -0.95



DFT (wB97M-V/def2-TZVPD) results for 14 unconnected molecules or ions with the total composition H28O14 in a non-equilibrium geometry.

strongest force on any atom	3.96	eV/Å
M	252.2	g mol⁻¹
relative energy (zero: lowest compared OMol25 entry of this formula, charge and spin)	2.244	eV
Kohn-Sham gap	9.9	eV

Each line ends with the natural charge from an NBO analysis.
CARTESIAN COORDINATES (ANGSTROEM)
1 O 10.16 -9.15 1.58  -0.93
2 H 9.30 -9.46 1.56  0.48
3 H 10.11 -8.53 2.33  0.47
4 O 14.09 -12.24 -0.32  -0.98
5 H 14.60 -11.56 -0.77  0.50
6 H 14.62 -13.03 -0.52  0.47
7 O 10.69 -6.46 0.55  -0.94
8 H 10.02 -6.11 1.22  0.48
9 H 10.55 -7.41 0.60  0.50
10 O 12.80 -6.93 1.86  -0.98
11 H 12.63 -6.16 2.48  0.46
12 H 12.12 -6.72 1.23  0.49
13 O 15.79 -8.88 0.97  -0.97
14 H 15.60 -8.44 1.77  0.50
15 H 16.06 -8.25 0.27  0.50
16 O 12.73 -9.13 3.51  -0.99
17 H 13.35 -9.13 4.29  0.48
18 H 12.91 -8.28 3.14  0.49
19 O 11.33 -10.91 -1.64  -0.97
20 H 11.76 -11.54 -2.21  0.46
21 H 12.06 -10.71 -1.01  0.50
22 O 10.40 -10.92 3.92  -0.94
23 H 9.50 -10.71 4.01  0.45
24 H 10.77 -10.19 3.47  0.48
25 O 14.16 -11.34 2.33  -0.96
26 H 13.81 -11.87 1.62  0.52
27 H 13.98 -11.90 3.05  0.49
28 O 15.50 -10.10 -1.39  -0.96
29 H 16.28 -10.66 -1.33  0.48
30 H 15.35 -9.66 -0.55  0.49
31 O 16.43 -12.37 1.49  -0.96
32 H 15.63 -11.93 1.80  0.47
33 H 16.12 -13.23 1.39  0.44
34 O 13.70 -7.82 -1.17  -0.96
35 H 12.88 -7.65 -1.63  0.47
36 H 13.57 -8.44 -0.52  0.48
37 O 12.65 -9.88 0.51  -0.99
38 H 12.04 -9.45 1.13  0.50
39 H 13.35 -10.12 1.13  0.49
40 O 16.13 -9.94 3.84  -0.95
41 H 16.42 -10.73 4.21  0.46
42 H 15.49 -10.26 3.19  0.48



DFT (wB97M-V/def2-TZVPD) results for 14 unconnected molecules or ions with the total composition H28O14 in a non-equilibrium geometry.

strongest force on any atom	5.49	eV/Å
M	252.2	g mol⁻¹
relative energy (zero: lowest compared OMol25 entry of this formula, charge and spin)	5.074	eV
Kohn-Sham gap	9.8	eV

Each line ends with the natural charge from an NBO analysis.
CARTESIAN COORDINATES (ANGSTROEM)
1 H -1.61 -0.16 0.64  0.49
2 H -0.03 -0.02 0.49  0.49
3 H 3.51 2.80 -0.15  0.48
4 H 3.18 1.89 1.02  0.47
5 H -6.30 -0.58 1.07  0.47
6 H -5.26 -1.53 1.59  0.47
7 H -0.21 3.12 2.48  0.46
8 H 0.10 1.81 2.97  0.48
9 H -4.77 3.06 -1.30  0.49
10 H -3.46 3.52 -2.20  0.48
11 H 4.29 0.14 0.14  0.46
12 H 5.81 0.19 0.05  0.47
13 H -0.18 2.31 -1.59  0.47
14 H 0.39 3.35 -2.54  0.47
15 H -3.08 0.80 -0.97  0.49
16 H -3.49 -0.53 -0.34  0.46
17 H -2.43 -2.36 -1.94  0.45
18 H -1.67 -1.65 -0.84  0.48
19 H 1.62 1.99 0.31  0.49
20 H 0.13 1.69 0.36  0.49
21 H -0.87 -2.32 0.50  0.50
22 H -1.68 -3.14 1.49  0.47
23 H 1.31 -1.51 -2.08  0.47
24 H 1.89 -2.58 -1.35  0.48
25 H 3.40 -2.33 0.25  0.50
26 H 3.55 -3.79 -0.35  0.48
27 H 1.90 -1.11 0.47  0.50
28 H 1.12 -1.70 1.74  0.51
29 O -0.80 -0.40 0.08  -0.98
30 O 3.51 2.77 0.81  -0.93
31 O -6.02 -1.51 1.03  -0.93
32 O -0.67 2.36 2.67  -0.94
33 O -3.76 3.25 -1.33  -0.97
34 O 4.95 0.29 -0.50  -0.93
35 O 0.70 2.73 -1.87  -0.94
36 O -2.78 -0.19 -0.91  -0.95
37 O -1.47 -2.23 -1.56  -0.95
38 O 1.06 1.33 0.68  -0.97
39 O -1.10 -2.35 1.38  -0.97
40 O 1.22 -2.00 -1.29  -0.94
41 O 3.50 -2.85 -0.57  -0.97
42 O 2.03 -1.37 1.39  -1.01



DFT (wB97M-V/def2-TZVPD) results for 14 unconnected molecules or ions with the total composition H29O14 in a non-equilibrium geometry.

strongest force on any atom	2.66	eV/Å
spin multiplicity	2
M	253.2	g mol⁻¹
relative energy (zero: lowest compared OMol25 entry of this formula, charge and spin)	0.306	eV
Kohn-Sham gap (spin up / spin down)	2.5 / 10.4	eV

Each line ends with the Mulliken spin population.
CARTESIAN COORDINATES (ANGSTROEM)
1 O 1.57 -2.48 2.43  0.20
2 H 1.02 -0.25 1.90  -0.06
3 O -3.85 1.90 -0.58  0.04
4 H -4.65 2.44 -0.59  -0.01
5 H 1.89 3.75 -2.98  0.00
6 O 1.78 -1.24 0.14  0.00
7 H -0.34 0.92 -1.11  0.08
8 H 1.86 -1.24 -0.81  0.04
9 O -1.23 2.15 -2.24  -0.03
10 H -1.06 3.05 -2.55  -0.02
11 H -2.10 2.31 -1.84  0.02
12 O -2.31 -1.06 2.85  0.12
13 H -2.75 -0.31 3.28  0.04
14 H -3.06 -1.63 2.62  -0.07
15 O 2.71 2.05 -0.81  0.10
16 H 2.84 2.98 -3.85  0.00
17 H 0.44 0.47 0.61  0.11
18 O 3.18 0.99 1.45  0.03
19 H 3.14 1.87 1.03  -0.01
20 H 2.80 0.44 0.74  0.02
21 O -3.50 -0.59 -2.31  0.04
22 H -4.02 -0.64 -3.12  -0.03
23 H 1.81 2.21 -1.10  0.01
24 O -1.18 2.39 3.23  -0.03
25 H -1.26 3.17 3.79  0.01
26 H 1.83 -3.40 2.65  -0.02
27 O 0.71 0.64 1.63  0.05
28 H 2.53 -3.63 0.38  -0.01
29 H 1.27 -1.98 0.49  0.12
30 O -0.18 0.07 -0.67  -0.11
31 H 3.28 2.15 -1.57  -0.02
32 H -1.29 -3.15 -0.79  0.05
33 O -1.25 -3.40 -1.73  0.29
34 H -1.23 1.72 3.92  -0.01
35 H -1.95 -4.04 -1.88  -0.09
36 O 2.02 -4.25 -0.10  -0.09
37 H -3.99 1.12 -1.13  0.00
38 H 1.24 -4.68 -0.42  0.03
39 O 2.09 2.85 -3.27  0.01
40 H 1.67 1.07 1.81  0.09
41 H -2.96 -1.39 -2.38  0.01
42 H 0.63 -2.66 2.64  -0.03
43 H -0.98 -0.39 -0.37  0.14



DFT (wB97M-V/def2-TZVPD) results for 14 unconnected molecules or ions with the total composition H29O14 in a non-equilibrium geometry.

strongest force on any atom	6.20	eV/Å
M	253.2	g mol⁻¹
net charge	+1
relative energy (zero: lowest compared OMol25 entry of this formula, charge and spin)	7.209	eV
Kohn-Sham gap	10.4	eV

Each line ends with the natural charge from an NBO analysis.
CARTESIAN COORDINATES (ANGSTROEM)
1 O -3.78 1.03 -0.89  -0.97
2 H -2.39 1.28 0.53  0.56
3 O 4.63 1.61 1.64  -0.95
4 H 4.60 2.51 1.15  0.48
5 H 2.93 -3.01 1.05  0.47
6 O -1.08 -1.88 -1.60  -0.98
7 H 0.66 1.66 1.10  0.51
8 H -1.12 -2.72 -1.15  0.49
9 O 2.22 0.49 2.64  -0.98
10 H 1.80 1.37 2.82  0.47
11 H 3.18 0.48 2.61  0.51
12 O -1.76 2.27 -2.17  -0.96
13 H -1.54 2.26 -1.23  0.49
14 H -1.13 2.43 -2.77  0.48
15 O -1.67 -3.46 0.41  -0.92
16 H 2.24 -3.10 2.26  0.47
17 H -1.48 1.34 1.87  0.59
18 O -2.30 -1.06 0.62  -1.04
19 H -2.22 -0.61 -0.22  0.48
20 H -1.81 -2.05 0.48  0.52
21 O 4.03 2.28 -0.56  -0.94
22 H 4.69 2.90 -0.78  0.47
23 H -1.02 -3.47 1.01  0.49
24 O -1.24 1.70 4.14  -0.98
25 H -0.72 1.97 4.95  0.50
26 H -3.69 0.26 -1.46  0.49
27 O -2.51 1.14 1.55  -0.85
28 H -0.51 -1.48 -5.03  0.48
29 H -0.62 -1.95 -2.39  0.48
30 O -0.02 1.18 0.54  -1.04
31 H -2.21 -4.30 0.69  0.53
32 H 1.22 1.07 -3.05  0.46
33 O 1.33 0.20 -2.64  -0.93
34 H -2.02 2.38 4.06  0.49
35 H 2.03 0.09 -3.37  0.47
36 O -0.39 -2.33 -4.80  -0.96
37 H 4.90 1.19 0.80  0.47
38 H 0.18 -2.65 -4.17  0.48
39 O 2.06 -3.41 1.34  -0.94
40 H -2.82 0.15 1.59  0.59
41 H 4.28 1.63 -1.29  0.48
42 H -3.86 1.76 -1.51  0.50
43 H 0.29 0.63 -0.29  0.55



DFT (wB97M-V/def2-TZVPD) results for a molecular structure, H29O15 in a non-equilibrium geometry.

strongest force on any atom	7.08	eV/Å
M	269.2	g mol⁻¹
net charge	-1
relative energy (zero: lowest compared OMol25 entry of this formula, charge and spin)	4.000	eV
Kohn-Sham gap	9.4	eV

Each line ends with the natural charge from an NBO analysis.
CARTESIAN COORDINATES (ANGSTROEM)
1 O 0.26 2.97 2.57  -0.98
2 H -0.48 -0.96 -0.03  0.48
3 H 2.98 -1.78 0.24  0.47
4 O -3.33 -2.79 1.30  -0.96
5 H -2.54 -2.70 0.90  0.48
6 H -1.91 0.83 1.22  0.49
7 O 3.12 -0.98 -0.18  -0.96
8 H -1.27 1.63 2.48  0.46
9 H -1.45 -5.18 -1.91  0.46
10 O 4.29 -2.85 -2.44  -0.94
11 H 2.68 1.47 -1.38  0.45
12 H 3.56 -3.29 -2.28  0.45
13 O 1.07 1.93 0.29  -0.98
14 H 0.47 1.15 0.21  0.50
15 H 1.20 -0.63 4.35  0.50
16 O -0.56 1.93 -1.50  -1.04
17 H -3.63 -1.97 1.84  0.49
18 H -1.18 2.50 -1.14  0.46
19 O -1.75 1.73 -4.71  -0.96
20 H 1.27 2.18 -0.60  0.48
21 H 0.25 2.97 1.64  0.50
22 O -0.01 -1.78 -0.09  -0.98
23 H -1.72 1.47 -3.73  0.49
24 H 0.50 3.88 2.87  0.47
25 O -1.40 0.36 0.13  -1.15
26 H 0.47 0.92 4.04  0.51
27 H 3.11 -0.25 0.46  0.50
28 O 2.43 0.63 -1.79  -0.92
29 H 4.10 -2.00 -2.09  0.49
30 O 1.82 -1.21 1.91  -0.96
31 H 1.37 -0.59 2.47  0.47
32 H 1.69 0.85 -2.30  0.47
33 O -3.79 1.67 -0.17  -1.00
34 H -2.88 1.63 -0.63  0.46
35 H -3.44 1.65 0.82  0.51
36 O 1.10 0.35 4.50  -1.00
37 H -1.56 2.65 -4.73  0.46
38 H 0.94 -1.38 -0.19  0.46
39 O -1.01 -4.24 -1.74  -0.92
40 H -0.91 1.03 -1.11  0.50
41 H 1.17 -0.99 1.27  0.46
42 O -2.12 1.40 2.15  -1.09
43 H -0.89 -3.91 -2.60  0.46
44 H -2.02 -0.29 -0.33  0.47



DFT (wB97M-V/def2-TZVPD) results for 15 unconnected molecules or ions with the total composition H29O15 in a non-equilibrium geometry.

strongest force on any atom	2.05	eV/Å
M	269.2	g mol⁻¹
net charge	-1
relative energy (zero: lowest compared OMol25 entry of this formula, charge and spin)	2.023	eV
Kohn-Sham gap	8.1	eV

Each line ends with the natural charge from an NBO analysis.
CARTESIAN COORDINATES (ANGSTROEM)
1 O -1.20 -2.70 -2.97  -0.95
2 H -1.57 -3.60 -3.00  0.49
3 H -3.04 1.68 -4.14  0.47
4 O 3.29 -1.27 2.52  -0.96
5 H 2.90 -0.62 3.11  0.48
6 H 1.61 0.66 -1.38  0.49
7 O -2.68 2.35 -3.56  -0.94
8 H -0.75 2.00 0.59  0.53
9 H 5.12 -2.17 -0.47  0.46
10 O 1.99 3.94 -1.79  -0.97
11 H 0.15 -1.76 -2.69  0.51
12 H 2.02 3.00 -1.52  0.49
13 O 1.18 -2.82 -0.35  -0.97
14 H 1.11 -2.81 -1.35  0.47
15 H -0.39 3.08 2.58  0.44
16 O -0.27 -1.13 1.55  -0.98
17 H -3.32 -0.34 1.53  0.47
18 H -0.78 -0.66 0.87  0.49
19 O -1.27 1.55 -0.21  -1.07
20 H 1.20 -1.86 -0.37  0.48
21 H 2.63 -1.95 2.39  0.48
22 O -0.67 5.25 1.69  -1.00
23 H -0.76 4.29 1.93  0.49
24 H -1.66 -2.43 -2.14  0.49
25 O 0.76 -1.19 -2.16  -1.00
26 H 1.60 -0.98 -2.57  0.49
27 H -1.74 2.17 -3.47  0.48
28 O -3.14 -1.20 1.93  -0.98
29 H 1.33 3.85 -2.48  0.45
30 O -1.14 0.86 3.74  -1.11
31 H -1.14 1.54 2.83  0.50
32 H -2.19 -1.34 1.99  0.50
33 O -1.24 -5.48 1.13  -0.94
34 H -1.33 -4.55 0.85  0.48
35 H -0.77 -5.33 1.96  0.47
36 O -0.92 2.57 1.95  -1.15
37 H -2.13 1.99 -0.29  0.47
38 H -0.93 5.48 0.79  0.47
39 O 4.60 -1.70 -1.14  -0.94
40 H 0.01 -0.38 2.10  0.50
41 H -1.93 0.96 4.27  0.45
42 O 1.27 1.40 -1.89  -0.99
43 H 3.79 -2.08 -0.75  0.47
44 H 0.39 1.71 -1.60  0.52